40
Properties=species:S:1:pos:R:3:nbo_charge:R:1 method="wB97M-V/def2-TZVPD" e_tot_ev=-30737.576 orbital_gap_ev=9.271 largest_force_ha_per_bohr=0.097 de_lowest_kj_mol=150.9 smiles="O=C(N[C@H]1[C@@H]2C[C@H]3C[C@@H](C2)C[C@@H]1C3)[C@H]1NCCS1"
S 3.09493 2.65357 -1.51205 0.196
O 0.68002 0.54248 -3.32137 -0.594
N 0.77944 3.19013 -0.85933 -0.640
N 0.50534 0.44927 -1.06904 -0.668
C -1.32924 -1.07515 -0.87635 -0.230
C 0.31781 -3.01081 0.75396 -0.408
C 0.92396 1.05750 -2.25376 0.683
C 0.67389 -1.45242 0.54928 -0.203
C -1.99122 -0.30037 0.36417 -0.398
C 1.51664 4.26894 -0.25393 -0.225
C -0.00006 -0.68503 1.75945 -0.401
C 2.83152 3.63814 0.00378 -0.527
C -1.78460 -2.34684 1.83732 -0.394
C 1.36299 2.54401 -1.98326 -0.248
C -1.49377 -0.79424 1.74222 -0.236
C 0.13066 -0.94827 -0.88994 -0.048
C -1.18534 -3.15413 0.64423 -0.224
C -1.74797 -2.57083 -0.62278 -0.396
H 0.45549 1.02200 -0.19815 0.419
H 0.75407 -3.66246 -0.04037 0.200
H -1.93768 -0.66217 -1.68267 0.230
H 0.32696 0.36165 1.58253 0.186
H 2.78852 2.99571 0.89967 0.216
H -1.80230 -0.31668 2.65810 0.215
H -1.42221 -3.11822 -1.51264 0.204
H 1.56712 5.07782 -1.05461 0.165
H 1.78268 -1.29324 0.57165 0.223
H -2.83265 -2.77646 -0.51676 0.209
H -2.85638 -2.54690 1.85950 0.199
H -0.15905 3.49173 -1.06657 0.373
H 1.26344 3.12322 -2.85006 0.200
H 3.63219 4.41343 0.15708 0.236
H -3.08015 -0.34957 0.20543 0.212
H -1.38047 -2.72496 2.72694 0.197
H 0.59783 -1.65168 -1.70481 0.233
H 0.38331 -1.03821 2.73803 0.216
H -1.67599 0.71011 0.26875 0.193
H 1.03109 4.65015 0.61531 0.213
H 0.69968 -3.48779 1.62160 0.209
H -1.42052 -4.22341 0.70944 0.212